No. 1
Computed, not measured: C4H5N3S in the gas phase, with ωB97M-V/def2-TZVPD.

HOMO-LUMO gap	8.510	eV
total charge	0
LUMO	-1.20	eV
energy above the lowest of the compared OMol25 structures with the same formula, charge and spin	35.1	kcal per mole
calculated total energy	-717.837644	Ha
SMILES string	C/N=C\NC(=S)C#N

Each atom is followed by the atoms it is bonded to, with distances in Å.
Atoms and positions in Å:
1 C 3.15678 -0.70165 0.00713  N2 1.457, H9 1.098, H10 1.100, H11 1.095
2 N 2.58786 0.63983 -0.00571  C1 1.457, C3 1.257
3 C 1.33859 0.77885 0.00072  N2 1.257, N4 1.402, H12 1.082
4 N 0.40049 -0.26318 -0.00445  C3 1.402, C5 1.364, H13 1.036
5 C -0.95945 -0.15731 0.00491  N4 1.364, S6 1.630, C7 1.458
6 S -1.98932 -1.42093 -0.00168  C5 1.630
7 C -1.46604 1.21010 0.00136  C5 1.458, N8 1.146
8 N -1.87455 2.28089 0.00350  C7 1.146
9 H 4.25320 -0.64037 0.00690  C1 1.098
10 H 2.85910 -1.26722 0.90275  C1 1.100
11 H 2.88019 -1.25549 -0.89631  C1 1.095
12 H 0.86665 1.75220 -0.02093  C3 1.082
13 H 0.75416 -1.23693 -0.00369  N4 1.036

Atomic partial charges in e from the natural (NBO) method, atoms 1 to 2: -0.47 -0.41

***

No. 2
Computed, not measured: a gas-phase ion, C4H5N4O (charge +1), with ωB97M-V/def2-TZVPD.

HOMO-LUMO gap	8.941	eV
total charge	+1
LUMO	-4.40	eV
energy above the lowest of the compared OMol25 structures with the same formula, charge and spin	66.9	kcal per mole
calculated total energy	-449.249322	Ha
SMILES string	C#[N+]/C=C(/N)ON=C=N

Each atom is followed by the atoms it is bonded to, with distances in Å.
Atoms and positions in Å:
1 C -2.41120 -0.75581 -0.71643  N2 1.142, H10 1.135
2 N -1.37183 -1.14019 -0.44064  C1 1.142, C3 1.315
3 C -0.10643 -1.27954 -0.11056  N2 1.315, C4 1.402, H11 1.153
4 C 0.87275 -0.29834 0.10204  C3 1.402, N5 1.358, O6 1.320
5 N 2.18383 -0.63249 0.22183  C4 1.358, H12 1.021, H13 0.990
6 O 0.79706 1.01287 -0.02898  C4 1.320, N7 1.374
7 N -0.41904 1.61334 -0.25117  O6 1.374, C8 1.234
8 C -0.99157 2.49784 0.39197  N7 1.234, N9 1.196
9 N -1.46098 3.34725 1.09085  C8 1.196, H14 1.007
10 H -3.21431 -0.40893 -1.43904  C1 1.135
11 H 0.24343 -2.37711 -0.06560  C3 1.153
12 H 2.21993 -1.64209 0.36720  N5 1.021
13 H 2.77014 -0.04292 0.75935  N5 0.990
14 H -1.52874 4.34445 0.96777  N9 1.007

Atomic partial charges in e from the natural (NBO) method, atoms 1 to 2: 0.34 -0.19

***

No. 3
Computed, not measured: C4H5N5 in the gas phase, with ωB97M-V/def2-TZVPD.

HOMO-LUMO gap	10.405	eV
total charge	0
LUMO	0.68	eV
energy above the lowest of the compared OMol25 structures with the same formula, charge and spin	49.4	kcal per mole
calculated total energy	-429.102263	Ha
SMILES string	CN(C#N)n1cncn1

Each atom is followed by the atoms it is bonded to, with distances in Å.
Atoms and positions in Å:
1 C 1.29053 -1.22449 -0.86570  N2 1.446, H10 1.198, H11 1.037, H12 1.154
2 N -0.01831 -0.95012 -0.31496  C1 1.446, C3 1.312, N5 1.408
3 C -0.99256 -1.80671 -0.11587  N2 1.312, N4 1.154
4 N -1.88088 -2.54068 -0.06110  C3 1.154
5 N -0.18272 0.33216 0.24371  N2 1.408, C6 1.296, N9 1.326
6 C -1.25057 0.77931 0.82526  N5 1.296, N7 1.359, H13 1.107
7 N -1.08977 2.09942 1.10739  C6 1.359, C8 1.316
8 C 0.08088 2.33446 0.55482  N7 1.316, N9 1.313, H14 1.135
9 N 0.69333 1.30231 0.02327  N5 1.326, C8 1.313
10 H 1.15614 -1.95336 -1.80710  C1 1.198
11 H 1.65373 -0.32096 -1.22328  C1 1.037
12 H 2.14521 -1.59435 -0.18354  C1 1.154
13 H -2.16595 0.20145 1.05562  C6 1.107
14 H 0.56093 3.34155 0.76147  C8 1.135

Atomic partial charges in e from the natural (NBO) method, atoms 1 to 2: -0.42 -0.29

***

No. 4
Computed, not measured: C4H5NO in the gas phase, with ωB97M-V/def2-TZVPD.

HOMO-LUMO gap	9.561	eV
total charge	0
LUMO	-0.29	eV
energy above the lowest of the compared OMol25 structures with the same formula, charge and spin	125.3	kcal per mole
calculated total energy	-285.214913	Ha

Each atom is followed by the atoms it is bonded to, with distances in Å.
Atoms and positions in Å:
1 C -0.63918 -1.02473 0.20893  C2 1.500, H7 1.096, H8 1.092, H9 1.094
2 C 0.28485 0.14583 0.04327  C1 1.500, N3 1.283, C6 1.492
3 N -0.10100 1.35943 -0.11685  C2 1.283, O4 1.381
4 O -1.47982 1.44226 -0.09476  N3 1.381, H10 0.966
5 C 2.13256 0.26812 -1.25487  C6 1.307
6 C 1.75478 -0.08754 -0.05570  C2 1.492, C5 1.307, H11 1.086
7 H -1.17206 -1.20304 -0.73227  C1 1.096
8 H -0.08493 -1.92837 0.47093  C1 1.092
9 H -1.39176 -0.81156 0.97311  C1 1.094
10 H -1.63574 2.39194 -0.17945  O4 0.966
11 H 2.33229 -0.55234 0.73765  C6 1.086

Atomic partial charges in e from the natural (NBO) method, atoms 1 to 2: -0.68 0.21

***

Ordered maximum force results: 1.26; 3.72; 3.75; 0.67; unit eV Å⁻¹.